A structure of composition C20H28FN4O5Pd. Source: OMol25; level of theory: the ωB97M-V functional and the def2-TZVPD basis.

The value obtained for the LUMO energy is -3.320 eV. The molar mass is 529.885 g/mol. The energy relative to the best compared isomer or geometry (same formula, charge and spin) is 0.163 eV. The orbital gap comes out at 6.19 eV. The HOMO energy comes out at -9.51 eV. As for the net charge: +1. The max |F| comes out at 0.0297 hartree/bohr.

Each line ends with the natural charge from an NBO analysis.
Atoms and positions in Å:
O: -0.294 -2.360 3.624  -0.6721
H: 4.263 -6.303 2.525  0.2001
Pd: -0.209 -0.337 -0.222  0.8813
O: -0.723 -1.150 1.783  -0.8356
H: 5.244 -9.374 -0.389  0.2290
C: 5.435 -8.301 -3.593  -0.2331
H: 5.729 -7.071 -0.033  0.2514
H: 1.918 -7.236 1.924  0.1935
C: 1.074 -4.168 2.228  0.1405
C: 2.504 -4.964 0.530  0.2638
C: 4.929 -6.883 -3.269  -0.2296
C: 3.768 -4.516 -1.880  0.3167
C: 5.799 -7.356 -1.078  -0.2439
H: 4.026 -9.033 -2.279  0.4444
H: 3.555 -7.298 3.804  0.2270
H: -1.896 2.725 0.657  0.1845
C: 3.007 -3.528 -1.337  -0.1882
C: 3.264 -5.984 -0.066  -0.3129
C: 3.436 -6.374 3.235  -0.6242
H: -2.714 1.952 2.035  0.1797
H: 6.766 -9.325 -1.303  0.2312
N: 5.013 -9.215 -2.470  -0.4944
C: -0.141 -2.060 2.447  0.7917
C: 0.843 -2.951 1.659  -0.3064
H: 0.600 -4.365 3.183  0.2546
H: 0.871 -0.361 -2.415  0.1836
H: -0.585 1.095 -3.764  0.2276
H: 2.916 -2.562 -1.819  0.2708
N: -0.927 3.361 -2.398  -0.8140
O: -2.219 0.721 0.436  -0.7466
O: 0.249 2.098 -0.944  -0.6456
C: -0.457 2.178 -1.939  0.6878
C: -0.849 0.935 -2.712  -0.5519
H: 6.749 -6.963 -1.460  0.2022
O: 1.589 -1.537 -0.119  -0.6583
N: 1.856 -5.154 1.737  -0.3705
C: 5.776 -8.885 -1.202  -0.2194
H: 3.524 -5.537 3.928  0.2340
H: -1.531 3.410 -3.198  0.3985
C: 2.361 -3.739 -0.118  -0.1561
H: 5.114 -10.196 -2.719  0.4418
H: 3.343 -6.952 0.410  0.2148
N: 4.680 -6.820 -1.835  -0.4915
C: 2.082 -6.358 2.551  -0.2050
H: -0.968 1.719 1.782  0.1904
H: 5.027 -8.695 -4.519  0.2440
H: 4.004 -6.672 -3.800  0.2343
C: -1.930 1.841 1.286  -0.2484
H: -1.938 0.846 -2.681  0.2350
C: 1.545 -2.644 0.452  0.5185
C: 3.904 -5.774 -1.265  0.1774
H: -2.316 -0.051 1.017  0.5131
H: -0.703 4.199 -1.891  0.4095
H: 5.682 -6.171 -3.612  0.2226
H: 6.520 -8.362 -3.629  0.2241
F: 4.440 -4.279 -3.030  -0.3262
H: 1.289 -6.366 3.295  0.2304
C: -0.185 -0.301 -2.142  -0.4580
H: -0.709 -1.215 -2.428  0.1821

=====

The molecule C6H11P. Source: OMol25; level of theory: the ωB97M-V functional and the def2-TZVPD basis.

The value obtained for the LUMO energy is 0.388 eV. The molar mass is 114.128 g/mol. The energy relative to the best compared isomer or geometry (same formula, charge and spin) is 2.764 eV. The orbital gap comes out at 9.28 eV. Its SMILES is [H]/P=C(/C=C)C(C)C. The HOMO energy comes out at -8.89 eV. The max |F| comes out at 0.0964 hartree/bohr.

Each line ends with the natural charge from an NBO analysis.
Atoms and positions in Å:
H: 2.303 -0.329 1.612  0.2242
H: -0.289 2.031 -0.635  0.1982
H: 0.930 -0.960 2.375  0.2263
H: -2.011 2.955 -1.066  0.2244
C: 1.340 -0.816 1.278  -0.6191
H: 0.584 1.004 0.330  0.2184
H: 1.160 -1.282 -1.447  0.2067
C: 0.483 -0.071 0.250  -0.3758
H: 1.689 -1.829 0.914  0.2157
H: -3.072 0.966 -0.100  0.2102
C: -0.895 -0.409 0.249  -0.3586
H: -0.734 -2.747 0.999  -0.0549
C: -1.393 2.051 -0.827  -0.4517
H: 0.515 0.305 -1.995  0.2206
C: 1.075 -0.247 -1.180  -0.5785
P: -1.710 -1.705 0.819  0.4280
H: 2.054 0.098 -1.210  0.2060
C: -2.030 0.984 -0.365  -0.1400